(1)
Density functional theory data (ωB97M-V/def2-TZVPD) for a 11-piece molecular cluster, H22O11 overall.

Geometry as XYZ:
```
33
Properties=species:S:1:pos:R:3:mulliken_charge:R:1
O 2.759 0.412 -0.923 -0.583
H 3.090 0.007 -0.121 0.335
H 3.546 0.681 -1.398 0.281
O -0.177 2.074 2.693 -0.598
H -0.008 1.380 2.056 0.304
H 0.682 2.463 2.858 0.303
O 0.775 -2.446 1.743 -0.545
H 1.424 -3.145 1.667 0.291
H 0.031 -2.751 1.223 0.270
O -0.085 0.256 0.501 -0.197
H -0.406 0.040 -0.375 0.159
H 0.845 0.034 0.477 0.125
O 3.549 -0.477 1.565 -0.638
H 3.142 -1.211 2.026 0.290
H 3.976 0.032 2.255 0.295
O -0.243 3.139 -1.108 -0.632
H 0.158 2.954 -0.258 0.312
H -0.134 2.329 -1.606 0.377
O -1.796 -1.047 2.653 -0.569
H -1.043 -0.853 2.095 0.263
H -2.484 -1.315 2.043 0.281
O -2.795 -0.912 -3.018 -0.646
H -2.026 -1.105 -2.481 0.430
H -2.450 -0.817 -3.905 0.297
O -0.313 0.999 -2.890 -0.669
H 0.565 0.940 -3.267 0.328
H -0.506 0.111 -2.590 0.338
O -0.595 -1.410 -1.688 -0.737
H -0.701 -1.901 -0.873 0.248
H 0.251 -1.695 -2.032 0.263
O -3.220 1.374 1.037 -0.591
H -2.342 1.407 0.657 0.344
H -3.470 0.451 0.984 0.269
```

Properties
- E: -840.79570 hartree
- HOMO: -10.35 eV
- ΔE to the lowest compared entry with this formula, charge and spin: 52.98 kcal/mol
- Structure (SMILES): O.O.O.O.O.O.O.O.O.O.O

***

(2)
Density functional theory data (ωB97M-V/def2-TZVPD) for a 11-piece molecular cluster, H22O11 overall.

Geometry as XYZ:
```
33
Properties=species:S:1:pos:R:3:mulliken_charge:R:1
H -0.037 0.960 0.161 0.352
H -1.206 0.004 0.323 0.308
H -2.442 -0.853 1.967 0.303
H -3.867 -1.091 1.496 0.322
H -0.428 1.355 2.415 0.242
H 0.736 1.035 3.339 0.291
H 2.233 3.020 1.069 0.279
H 2.516 1.533 0.933 0.336
H -1.217 3.242 3.015 0.348
H -2.629 3.762 2.799 0.289
H 0.696 0.044 -5.139 0.314
H 0.097 0.979 -4.100 0.302
H 3.440 1.603 -2.449 0.291
H 1.931 1.722 -2.593 0.307
H 2.325 -2.051 -2.656 0.321
H 1.145 -2.792 -2.050 0.311
H -2.533 -3.886 -3.141 0.313
H -2.138 -2.450 -2.839 0.314
H 4.279 -0.128 0.021 0.338
H 4.004 0.917 1.090 0.306
H -2.897 -2.592 3.206 0.315
H -1.573 -2.856 3.905 0.315
O -0.511 0.255 -0.294 -0.622
O -2.969 -0.965 1.168 -0.652
O -0.043 1.598 3.264 -0.635
O 1.873 2.154 1.293 -0.564
O -2.138 2.958 3.004 -0.598
O -0.118 0.218 -4.653 -0.613
O 2.732 1.552 -3.102 -0.609
O 2.103 -2.837 -2.145 -0.631
O -2.892 -3.050 -2.825 -0.628
O 4.185 0.823 0.149 -0.645
O -2.526 -2.892 4.043 -0.622
```

Properties
- E: -840.78694 hartree
- HOMO: -11.29 eV
- ΔE to the lowest compared entry with this formula, charge and spin: 58.48 kcal/mol
- Structure (SMILES): O.O.O.O.O.O.O.O.O.O.O

***

The highest HOMO belongs to which entry? number 1

***

The highest HOMO belongs to which entry? number 1

***

Please write out number 2 again, unchanged.
Density functional theory data (ωB97M-V/def2-TZVPD) for a 11-piece molecular cluster, H22O11 overall.

Geometry as XYZ:
```
33
Properties=species:S:1:pos:R:3:mulliken_charge:R:1
H -0.037 0.960 0.161 0.352
H -1.206 0.004 0.323 0.308
H -2.442 -0.853 1.967 0.303
H -3.867 -1.091 1.496 0.322
H -0.428 1.355 2.415 0.242
H 0.736 1.035 3.339 0.291
H 2.233 3.020 1.069 0.279
H 2.516 1.533 0.933 0.336
H -1.217 3.242 3.015 0.348
H -2.629 3.762 2.799 0.289
H 0.696 0.044 -5.139 0.314
H 0.097 0.979 -4.100 0.302
H 3.440 1.603 -2.449 0.291
H 1.931 1.722 -2.593 0.307
H 2.325 -2.051 -2.656 0.321
H 1.145 -2.792 -2.050 0.311
H -2.533 -3.886 -3.141 0.313
H -2.138 -2.450 -2.839 0.314
H 4.279 -0.128 0.021 0.338
H 4.004 0.917 1.090 0.306
H -2.897 -2.592 3.206 0.315
H -1.573 -2.856 3.905 0.315
O -0.511 0.255 -0.294 -0.622
O -2.969 -0.965 1.168 -0.652
O -0.043 1.598 3.264 -0.635
O 1.873 2.154 1.293 -0.564
O -2.138 2.958 3.004 -0.598
O -0.118 0.218 -4.653 -0.613
O 2.732 1.552 -3.102 -0.609
O 2.103 -2.837 -2.145 -0.631
O -2.892 -3.050 -2.825 -0.628
O 4.185 0.823 0.149 -0.645
O -2.526 -2.892 4.043 -0.622
```

Properties
- E: -840.78694 hartree
- HOMO: -11.29 eV
- ΔE to the lowest compared entry with this formula, charge and spin: 58.48 kcal/mol
- Structure (SMILES): O.O.O.O.O.O.O.O.O.O.O

***

Which formula does entry 2 have? H22O11